C43H69Cl2NO8S | ωB97M-V/def2-TZVPD

The geometry in XYZ format:
```
124
C43H69Cl2NO8S, DFT ωB97M-V/def2-TZVPD
C -0.35135 -1.43036 5.43700
C -1.76045 -0.89808 5.10907
C -2.53176 -1.88556 4.18155
C -1.80566 0.57182 4.59657
C -0.73579 0.93442 3.57309
C 0.45097 1.40781 4.09685
C 1.53921 1.73769 3.32065
C 1.39306 1.57599 1.95451
C 0.22349 1.13746 1.39978
C -0.87429 0.80911 2.18718
C -2.15823 0.29837 1.55065
Cl -3.55246 1.41576 1.90812
C -2.02523 0.07890 0.01336
C -1.29587 -1.22461 -0.31076
Cl -3.68597 -0.09000 -0.70502
S 2.84366 1.97354 0.99273
C 4.10230 1.28861 2.06014
C 5.19336 0.58608 1.60291
C 6.07787 0.08680 2.53570
C 5.89114 0.28084 3.88251
C 4.79350 0.99182 4.32593
C 3.88970 1.49193 3.41191
N 2.75277 2.21260 3.85709
H 0.43531 -1.07035 4.76368
H -0.03210 -1.26538 6.47219
H -0.38102 -2.51688 5.30809
H -2.32486 -0.90942 6.05433
H -2.96814 -2.65341 4.82677
H -1.84138 -2.28937 3.43154
H -3.35846 -1.36220 3.68332
H -2.81388 0.77844 4.22639
H -1.67023 1.25991 5.44452
H 0.55468 1.52053 5.17750
H 0.20410 1.06589 0.31588
H -2.45790 -0.66913 1.95532
H -1.55985 0.94445 -0.46090
H -0.25299 -1.17948 0.02418
H -1.28404 -1.37503 -1.39757
H -1.81744 -2.09785 0.09808
H 5.30853 0.42077 0.53519
H 6.92111 -0.49347 2.16464
H 6.60147 -0.14766 4.58547
H 4.62898 1.13570 5.39293
H 2.69443 2.23924 4.87198
C 3.11264 5.31601 -0.52249
C 2.32127 6.30427 -1.33973
C 0.84075 6.04722 -1.48039
O 2.84672 7.26246 -1.86241
H 4.15820 5.61846 -0.50347
H 2.73539 5.28997 0.50084
H 3.04215 4.32306 -0.96778
H 0.36600 6.05245 -0.49788
H 0.67456 5.08407 -1.96600
H 0.39391 6.83037 -2.09055
C 2.14703 7.46069 -7.14701
C 2.78139 6.82258 -5.93583
C 2.85035 7.64960 -4.67789
O 3.21725 5.69172 -5.97584
H 2.16477 6.75609 -7.97772
H 1.10998 7.72421 -6.93187
H 2.70743 8.35413 -7.42949
H 1.84536 7.92065 -4.35273
H 3.43768 8.55185 -4.86036
H 3.32708 7.07568 -3.89721
C 2.81382 -5.55913 6.24934
C 2.39404 -4.10991 6.29248
C 3.49264 -3.07409 6.27553
O 1.22872 -3.78993 6.33790
H 1.92836 -6.19152 6.26661
H 3.37186 -5.75914 5.33317
H 3.43213 -5.79456 7.11716
H 4.07977 -3.16675 5.36027
H 4.14030 -3.20264 7.14461
H 3.05095 -2.07945 6.30955
C -5.76577 -5.06993 -2.87445
C -4.92227 -4.24206 -1.93735
C -5.41249 -2.85393 -1.60850
O -3.89227 -4.67489 -1.46814
H -5.29741 -6.03962 -3.02308
H -6.75880 -5.22170 -2.44728
H -5.84893 -4.57010 -3.84094
H -6.39024 -2.90948 -1.12606
H -5.48017 -2.25741 -2.52010
H -4.71159 -2.37652 -0.92909
C 6.03264 7.61464 -8.61455
C 5.55225 9.01016 -8.92975
C 5.96479 9.59750 -10.25749
O 4.86531 9.63141 -8.15125
H 5.66447 7.31714 -7.63415
H 5.65449 6.91248 -9.35937
H 7.12355 7.58943 -8.60357
H 5.58356 8.98050 -11.07274
H 7.05265 9.65733 -10.31715
H 5.55187 10.59997 -10.35250
C -3.61202 -8.75309 -3.89620
C -4.77903 -8.78520 -4.85135
C -4.79613 -9.88739 -5.88139
O -5.66534 -7.96184 -4.79450
H -3.72484 -7.91395 -3.21193
H -3.57912 -9.67725 -3.31682
H -2.68017 -8.63136 -4.45055
H -4.81372 -10.85985 -5.38659
H -3.91498 -9.81420 -6.52056
H -5.68721 -9.79099 -6.49914
C 2.37810 2.99336 8.61437
C 3.38544 3.60214 7.67161
C 4.47746 4.44367 8.27898
O 3.32071 3.42329 6.47466
H 1.65181 2.41561 8.04518
H 2.88095 2.32979 9.31963
H 1.85326 3.78032 9.15780
H 5.07058 3.84215 8.96960
H 4.04285 5.29297 8.80822
H 5.12731 4.81642 7.48966
C -10.49900 -8.41209 -4.76190
C -9.69881 -8.37635 -3.48131
C -8.26021 -8.81931 -3.56134
O -10.19355 -8.00716 -2.44038
H -11.51281 -8.06917 -4.56358
H -10.04344 -7.75521 -5.50467
H -10.54104 -9.43221 -5.14723
H -7.71205 -8.18088 -4.24887
H -8.20817 -9.85805 -3.89491
H -7.80531 -8.74375 -2.57487
```

Properties
2S+1 ... 1
SMILES ... CC(C)Cc1cc2c(cc1[C@@H](Cl)[C@@H](C)Cl)Sc1ccccc1N2.CC(C)=O.CC(C)=O.CC(C)=O.CC(C)=O.CC(C)=O.CC(C)=O.CC(C)=O.CC(C)=O
Maximum force ... 1.6 eV/Å
Frontier orbital gap ... 8.13 eV
Energy ... -3655.12019 hartree

C43H72Cl2O36 | ωB97M-V/def2-TZVPD

The geometry in XYZ format:
```
153
C43H72Cl2O36, DFT ωB97M-V/def2-TZVPD
Cl -0.61076 -0.20669 -1.72177
C 0.62580 0.77634 -0.97910
C 1.61418 -0.11528 -0.20769
Cl 2.92463 0.80211 0.65090
H -0.00371 1.18054 -0.18636
H 0.94586 1.41640 -1.80129
H 1.99387 -0.82200 -0.94558
H 1.09648 -0.72007 0.53683
C -2.38556 6.09474 -1.98895
C -2.88386 4.61870 -2.23909
O -4.05759 4.72796 -1.42483
C -4.02121 5.84829 -0.59583
O -4.61419 6.00958 0.46504
O -2.92464 6.51108 -0.81341
H -2.67685 6.68575 -2.85726
H -1.29829 6.16267 -2.02522
H -2.26797 3.84017 -1.78891
H -3.22229 4.35034 -3.23986
C 3.56228 -2.62455 1.38686
C 4.78409 -3.32600 0.75343
O 4.18244 -3.79954 -0.45322
C 2.78205 -3.61804 -0.49592
O 2.00036 -3.96022 -1.44171
O 2.43997 -3.02678 0.64574
H 3.79601 -1.57671 1.19843
H 3.43829 -2.77876 2.45875
H 5.01406 -4.00894 1.57123
H 5.51541 -2.56512 0.48079
C -5.46816 -2.49827 0.43739
C -5.96802 -3.66620 -0.34365
O -5.60166 -4.70972 0.47270
C -5.26917 -4.32691 1.70683
O -5.09531 -5.06623 2.62412
O -4.95808 -3.05694 1.67251
H -6.22759 -1.77486 0.73412
H -4.63581 -1.94721 -0.00035
H -5.50011 -3.53682 -1.31957
H -7.05473 -3.63022 -0.42014
C 2.78693 4.30852 0.14492
C 3.75843 5.02011 -0.63583
O 4.25956 5.90469 0.25227
C 4.15888 5.48640 1.47065
O 4.86631 5.89433 2.41270
O 3.35569 4.43401 1.52394
H 2.93177 3.29091 -0.21782
H 1.76130 4.67087 0.07493
H 3.19197 5.64993 -1.32178
H 4.37687 4.43887 -1.31979
C -0.62463 5.79177 3.04640
C -0.09927 6.73620 2.05813
O -0.18005 6.02692 0.88623
C -0.60104 4.81494 1.06852
O -0.50595 3.99145 0.16770
O -1.01082 4.65325 2.30380
H -1.42674 6.20276 3.65942
H 0.28620 5.53164 3.58568
H 0.92816 7.03739 2.26253
H -0.69915 7.62405 1.85823
C 0.67191 1.95668 4.15403
C 2.18413 1.75262 4.56412
O 2.34712 0.37079 4.40243
C 1.25079 -0.23672 3.97853
O 1.11554 -1.43581 3.82060
O 0.22279 0.69366 3.64586
H 0.57355 2.63116 3.30344
H -0.02185 2.45739 4.82938
H 2.22344 2.18637 5.56333
H 2.84369 2.24367 3.84863
C 1.44976 -4.89358 4.05347
C 2.84428 -4.99256 4.60656
O 3.47068 -5.85821 3.65854
C 2.74064 -5.97849 2.59196
O 3.03365 -6.51752 1.56749
O 1.58223 -5.40893 2.73922
H 1.13088 -3.85134 4.04077
H 0.84164 -5.40661 4.79852
H 2.67156 -5.63033 5.47347
H 3.40801 -4.09208 4.85034
C -2.69509 -2.57708 -2.64968
C -2.11100 -3.98347 -2.76265
O -3.11339 -4.97808 -2.59055
C -3.53267 -5.73038 -3.63207
O -3.03685 -5.74895 -4.75811
O -4.55220 -6.45434 -3.16279
C -5.05560 -7.49921 -4.00542
H -2.00530 -1.77399 -2.90916
H -3.16870 -2.49446 -1.67143
H -3.48520 -2.38600 -3.37584
H -1.34436 -4.26773 -2.04185
H -1.58205 -4.09488 -3.70918
H -5.35993 -7.24013 -5.01950
H -5.81088 -8.12980 -3.53636
H -4.22231 -8.13992 -4.29389
C 0.17521 3.49527 -5.67253
C 0.19646 2.72257 -4.31518
O 1.47991 2.10938 -4.05299
C 1.84729 0.99342 -4.59465
O 1.29820 0.37485 -5.54095
O 3.04176 0.64162 -3.99018
C 3.67041 -0.53123 -4.47287
H 1.00268 4.20445 -5.69395
H -0.72192 4.08010 -5.87562
H 0.37797 2.71495 -6.40607
H -0.61596 2.00206 -4.22055
H 0.02909 3.39797 -3.47618
H 3.21344 -1.50073 -4.27452
H 4.74366 -0.45742 -4.29742
H 3.60488 -0.66531 -5.55261
C -2.20250 -0.95495 2.90122
C -2.83173 0.25562 3.59112
O -3.48125 -0.25117 4.78806
C -2.89894 -0.54027 5.96975
O -1.73953 -0.45770 6.25941
O -3.88661 -1.24288 6.65866
C -3.58891 -1.98462 7.84577
H -1.46282 -1.41254 3.55817
H -1.71546 -0.75904 1.94597
H -3.05106 -1.63431 2.82048
H -3.64795 0.64297 2.98132
H -2.21670 1.10498 3.88847
H -3.57498 -1.26792 8.66690
H -2.59772 -2.43793 7.85795
H -4.29861 -2.79459 8.01419
C -2.97601 -0.67912 -6.26786
C -2.75309 0.46880 -5.33779
O -3.71418 0.38850 -4.31412
C -3.51936 0.96184 -3.04069
O -2.70909 1.85243 -2.81738
O -4.24294 0.34509 -2.15905
C -4.40131 0.76927 -0.81189
H -4.00778 -0.78124 -6.60421
H -2.84485 -1.65255 -5.79528
H -2.37553 -0.57076 -7.17107
H -2.88823 1.34052 -5.97807
H -1.71531 0.49147 -5.00522
H -3.49128 0.50774 -0.27192
H -5.25862 0.26036 -0.37128
H -4.61671 1.83773 -0.80202
C 5.96945 -0.13412 -2.01077
C 7.16746 0.23695 -1.06898
O 6.82744 0.81103 0.21776
C 6.82919 0.03356 1.37629
O 7.05336 -1.17412 1.37930
O 6.38433 0.82268 2.37852
C 5.59009 0.16322 3.40095
H 5.33935 0.75489 -2.03802
H 5.33488 -0.91021 -1.58287
H 6.31509 -0.26154 -3.03663
H 7.56874 1.18384 -1.43021
H 7.94966 -0.51708 -1.15668
H 5.80271 0.34414 4.45459
H 5.64494 -0.91728 3.26827
H 4.59513 0.51371 3.12654
```

Properties
2S+1 ... 1
Maximum force ... 6.2 eV/Å
Frontier orbital gap ... 10.61 eV
ΔE to the lowest compared entry with this formula, charge and spin ... 138.64 kcal/mol
Energy ... -5310.56431 hartree

Q: The lowest frontier orbital gap belongs to which entry?
A: C43H69Cl2NO8S